The following is a quantum chemistry calculation of a single C12H22NO4P molecule at a distorted geometry, from OMol25.

```
40
Properties=species:S:1:pos:R:3:forces:R:3
C -4.763039 -0.157545 1.942273 0.00 -0.23 -0.11
C -4.036006 -1.304614 1.250071 0.18 0.18 0.09
C -2.637711 -0.921275 0.767481 -0.12 -0.03 -0.20
C -2.658250 0.129110 -0.336109 -0.72 -0.23 0.43
O -1.376716 0.290160 -0.930661 1.24 0.41 0.21
P -0.233171 1.041322 -0.093652 0.11 -0.43 -0.97
O -0.704650 2.154546 0.744007 0.12 0.05 0.56
O 0.731757 1.559264 -1.237379 -0.42 0.03 0.70
C 1.260491 0.709412 -2.256778 0.49 -0.36 -0.35
C 2.718770 0.372513 -1.967692 -0.12 0.12 -0.16
C 3.379185 -0.402920 -3.107661 -0.13 -0.05 0.19
C 2.741938 -1.768003 -3.343611 0.17 0.15 -0.03
C 0.651281 -0.218869 0.873789 -0.80 1.59 -0.40
C 0.849256 -1.457159 0.262729 0.15 -0.68 -0.09
N 0.990059 -2.463359 -0.275624 0.04 -0.32 -0.16
C 1.081379 0.068365 2.128248 0.20 -0.11 0.36
C 1.836707 -0.915670 2.964895 -0.11 0.20 -0.07
O 0.874336 1.231467 2.725413 0.17 -0.27 0.11
H -4.972981 0.649376 1.245766 -0.07 0.16 -0.02
H -5.707630 -0.505955 2.353105 -0.11 0.07 0.05
H -4.160532 0.238641 2.756268 0.04 0.10 0.11
H -3.938924 -2.137634 1.949265 -0.04 -0.06 -0.08
H -4.626811 -1.652947 0.400450 -0.02 -0.11 -0.01
H -2.054722 -0.529789 1.606084 0.01 -0.08 0.05
H -2.126934 -1.808791 0.385272 0.06 0.03 0.02
H -2.984277 1.095551 0.058249 -0.05 -0.08 -0.14
H -3.317805 -0.176718 -1.152715 0.03 0.06 0.11
H 0.656203 -0.195732 -2.333292 -0.02 0.04 -0.10
H 1.179663 1.275223 -3.189509 -0.04 -0.12 0.06
H 2.774518 -0.218791 -1.051310 0.04 0.03 0.03
H 3.256920 1.307770 -1.798013 -0.02 0.01 0.06
H 4.432727 -0.539845 -2.855784 0.02 0.07 -0.07
H 3.332397 0.188696 -4.024546 0.10 0.06 -0.04
H 2.649987 -2.313497 -2.407689 -0.05 -0.11 0.06
H 3.351847 -2.353268 -4.027555 -0.02 -0.10 -0.09
H 1.750925 -1.667101 -3.777489 -0.15 -0.08 -0.05
H 1.298374 -1.084381 3.896208 -0.04 0.00 0.04
H 2.808188 -0.496154 3.221810 0.05 0.03 0.00
H 1.969967 -1.857341 2.441128 0.02 -0.01 0.02
H 0.327419 1.819707 2.154564 -0.20 0.06 -0.15
```
Forces are in eV/Å.

Highest occupied orbital energy in eV: -9.56
ΔE to the lowest compared entry with this formula, charge and spin in kcal per mole: 3.19
Largest force on an atom in eV/Å: 1.82
LUMO level in Ha: 0.0288

***

The following is a quantum chemistry calculation of 9 unconnected molecules or ions with the total composition C39H67FO12 at a distorted geometry, from OMol25.

```
119
Properties=species:S:1:pos:R:3:forces:R:3
C 0.638946 1.802473 -4.521611 0.41 -0.10 -0.11
C -0.804038 1.371024 -3.860131 -2.87 4.32 1.99
O -1.570145 2.357414 -3.331878 4.62 -6.92 -3.52
O -1.220913 -0.070475 -3.844607 1.95 3.30 0.65
C -0.250642 -0.698216 -2.934157 1.19 -0.97 1.64
C -0.684296 -2.186850 -2.384019 -0.12 0.16 -0.23
C 0.334647 -2.542362 -1.132092 -0.67 -0.62 -0.88
C 1.810114 -2.906811 -1.813754 0.03 -0.66 0.95
C 3.050661 -2.016801 -1.216952 3.61 -2.47 0.29
C 4.360230 -2.750959 -1.008574 -2.59 3.46 0.25
C 5.607282 -1.893549 -0.377250 4.09 -0.78 -0.59
O 6.890668 -2.156240 -0.679267 -7.75 1.47 1.92
C 5.200396 -0.688191 0.700944 -3.81 1.21 -1.66
C 3.909513 0.061263 0.470006 3.74 -2.50 0.60
C 3.522706 1.280905 1.494704 0.47 0.18 -0.41
C 2.320799 0.943862 2.557465 -0.65 0.22 0.05
C 1.097131 0.021063 1.931357 1.58 0.55 -0.96
F -0.066325 -0.043142 2.845198 2.58 0.21 -2.10
C 3.022086 -0.422187 -0.838041 -1.70 3.76 -1.71
O 2.372288 0.528233 -1.522940 3.52 -5.89 3.86
H 0.569281 2.041525 -5.689047 -0.26 -0.60 2.74
H 1.484607 0.990718 -4.419741 -1.96 1.44 -0.11
H 1.043802 2.767648 -3.972593 -1.19 -2.03 -1.10
H 0.833877 -0.827768 -3.407944 -2.48 0.44 0.80
H -0.143459 0.019168 -1.997469 -0.16 -1.59 -1.79
H -1.826514 -2.272129 -2.077850 2.41 0.56 -0.46
H -0.533532 -3.006680 -3.235919 -0.18 1.89 1.79
H 0.401110 -1.699994 -0.314892 -0.13 -1.48 -1.83
H -0.138785 -3.492173 -0.586564 1.41 2.04 -1.20
H 1.765087 -2.932356 -2.993218 0.07 0.54 2.40
H 2.020699 -4.035085 -1.485279 -0.11 2.69 -0.70
H 4.530091 -3.881744 -1.264460 -0.42 2.53 0.44
H 5.879498 -0.412130 1.616507 -1.21 -0.64 -2.23
H 4.496189 1.509519 2.144953 -2.08 -0.65 -1.51
H 3.315876 2.294987 0.901416 0.22 -2.46 1.08
H 1.847733 1.983355 2.905230 1.33 -2.73 -0.84
H 2.822966 0.376572 3.478508 -1.33 1.26 -1.94
H 0.777765 0.468149 0.873694 0.24 -0.79 2.51
H 1.581647 -1.034511 1.687016 -1.59 1.77 0.95
C 2.442189 -2.849423 -7.204162 0.12 -0.36 0.37
C 1.297194 -2.211955 -6.463362 -0.49 -0.39 1.28
C 0.597997 -1.056634 -7.128352 -0.32 0.06 0.39
O 0.946515 -2.619443 -5.357111 0.49 0.42 -1.28
H 2.850796 -3.669413 -6.604197 -0.10 0.18 -0.12
H 2.089266 -3.254406 -8.155942 0.12 0.19 -0.05
H 3.231515 -2.112602 -7.373171 -0.11 -0.03 -0.19
H 0.162933 -1.381807 -8.076752 0.18 0.10 -0.06
H 1.305089 -0.239918 -7.294045 -0.01 -0.04 -0.17
H -0.206949 -0.696922 -6.478564 0.17 -0.10 -0.08
C -4.323331 1.758558 -1.734612 -0.02 -0.18 0.46
C -5.468327 2.396027 -0.993812 -0.34 -0.67 1.24
C -6.167524 3.551349 -1.658802 -0.29 0.06 0.40
O -5.819006 1.988539 0.112440 0.34 0.53 -1.18
H -3.914724 0.938569 -1.134647 -0.09 0.18 -0.12
H -4.676254 1.353576 -2.686392 0.18 0.21 -0.07
H -3.534005 2.495380 -1.903621 -0.11 -0.14 -0.27
H -6.602587 3.226175 -2.607202 0.19 0.13 -0.06
H -5.460432 4.368064 -1.824494 -0.10 -0.05 -0.22
H -6.972470 3.911061 -1.009014 0.19 -0.06 -0.14
C -0.897920 3.051089 5.384200 0.07 0.15 -0.46
C 0.496736 2.486269 5.429780 0.71 0.27 -1.04
C 0.873042 1.663379 6.632736 0.47 -0.13 -0.17
O 1.298049 2.689465 4.519053 -1.03 0.17 1.67
H -1.027887 3.622398 4.458990 0.07 -0.13 0.20
H -1.628473 2.238365 5.399107 0.02 0.03 0.21
H -1.055623 3.720424 6.233687 -0.10 -0.18 0.06
H 0.221351 0.788844 6.703214 -0.11 0.21 0.05
H 0.794239 2.270799 7.537882 -0.18 -0.12 0.01
H 1.908381 1.321485 6.529116 -0.19 0.09 -0.01
C 2.394275 3.410135 -8.888110 -0.37 -0.34 0.06
C 3.008345 3.130134 -7.542493 -0.53 -0.99 0.90
C 4.224985 3.927600 -7.155590 0.04 -0.24 0.48
O 2.534187 2.282199 -6.788177 0.67 0.97 -1.03
H 1.524151 2.760914 -9.031970 0.19 0.14 0.05
H 2.065834 4.451372 -8.937094 0.19 -0.02 -0.13
H 3.120209 3.202315 -9.678259 -0.02 0.23 0.02
H 3.978041 4.991885 -7.127408 0.13 -0.04 -0.19
H 5.032509 3.742915 -7.868511 -0.08 0.21 -0.04
H 4.559518 3.618952 -6.159408 -0.10 0.05 -0.23
C -2.941534 -2.907075 5.966574 -0.36 0.34 0.35
C -1.968420 -1.832910 5.559903 0.27 1.06 0.00
C -0.839656 -2.229076 4.646228 0.00 0.23 -0.18
O -2.090906 -0.675952 5.958979 0.08 -1.10 -0.18
H -3.702213 -2.476571 6.626371 0.14 -0.07 -0.14
H -3.436274 -3.314561 5.081342 0.16 -0.15 0.07
H -2.416609 -3.698468 6.507553 0.00 -0.08 -0.22
H -1.240818 -2.606351 3.702187 -0.04 -0.02 0.00
H -0.221065 -2.990272 5.128290 -0.54 0.14 -0.55
H -0.217252 -1.352461 4.437144 -0.25 -0.36 0.13
C 1.574821 -3.606996 8.888815 0.13 -0.38 -0.36
C 0.773687 -2.757212 7.938964 -0.10 -0.35 -1.24
C 0.135087 -1.511537 8.492445 -0.19 0.12 -0.50
O 0.645753 -3.068851 6.756032 0.62 0.21 2.25
H 1.976208 -4.472404 8.350987 -0.10 0.20 0.10
H 2.409320 -3.027705 9.291905 -0.16 -0.02 0.17
H 0.933588 -3.964847 9.698302 0.14 0.17 0.09
H 0.905496 -0.838928 8.877864 -0.08 -0.10 0.20
H -0.570272 -1.775938 9.284291 0.17 0.09 0.11
H -0.410875 -0.998028 7.693827 0.09 -0.17 0.24
C -0.494035 -6.757322 0.387545 -0.07 0.46 0.23
C 0.866408 -6.382725 -0.136898 0.60 1.29 0.35
C 1.592115 -7.401902 -0.973847 0.40 0.30 -0.09
O 1.365856 -5.285987 0.109134 -0.59 -1.54 -0.16
H -0.898213 -5.925727 0.974393 0.11 -0.17 -0.13
H -1.171102 -6.958624 -0.446425 0.05 -0.20 0.09
H -0.414328 -7.635192 1.033686 -0.10 -0.06 -0.20
H 1.007936 -7.631881 -1.868457 -0.02 -0.18 0.14
H 1.764774 -8.308520 -0.388450 -0.16 -0.04 -0.15
H 2.560651 -6.994487 -1.282886 -0.22 -0.08 0.08
C -5.357360 6.522775 1.054725 0.12 -0.34 -0.35
C -6.158495 7.372559 0.104874 -0.14 -0.47 -1.58
C -6.797094 8.618235 0.658354 -0.23 0.17 -0.43
O -6.286430 7.060921 -1.078059 0.16 0.42 1.51
H -4.955974 5.657368 0.516896 -0.11 0.19 0.13
H -4.522862 7.102067 1.457815 -0.15 -0.02 0.17
H -5.998594 6.164924 1.864213 0.14 0.14 0.08
H -6.026685 9.290843 1.043774 -0.11 -0.09 0.19
H -7.502454 8.353834 1.450199 0.18 0.10 0.10
H -7.343056 9.131743 -0.140263 0.13 -0.14 0.17
```
Forces are in eV/Å.

Highest occupied orbital energy in eV: -8.75
Largest force on an atom in eV/Å: 9.03
LUMO level in Ha: -0.0441